{"formula": "C9H14", "method": "ωB97M-V/def2-TZVPD", "e_above_lowest_kj_mol": 163.2, "orbital_gap_ev": 9.937, "smiles": "Cc1ccccc1.CC", "mol_weight_g_mol": 122.21, "lumo_energy_ha": 0.037, "homo_energy_ha": -0.3283, "elements": ["C", "C", "H", "H", "H", "H", "H", "H", "C", "C", "C", "C", "C", "C", "C", "H", "H", "H", "H", "H", "H", "H", "H"], "positions_angstrom": [[0.2115, -0.9613, 2.3926], [0.1633, -0.0414, 3.5716], [0.6105, -1.8849, 2.7346], [-0.8905, -1.1888, 2.2021], [0.7259, -0.7062, 1.4545], [-0.5966, 0.8018, 3.4979], [1.1454, 0.5261, 3.6213], [-0.0337, -0.3899, 4.5496], [1.4845, -0.9927, -2.4875], [-0.3910, -0.6433, -0.8856], [0.3428, -0.1940, -2.0063], [-1.3976, 0.1592, -0.3623], [-1.4771, 1.4240, -0.6713], [0.0636, 1.1199, -2.4878], [-0.8484, 1.9175, -1.8078], [-0.2354, -1.5791, -0.2514], [-2.0654, -0.3485, 0.3370], [2.3916, -1.0428, -1.6478], [1.9554, -0.3860, -3.3178], [-2.1318, 2.0080, -0.0498], [0.6096, 1.4607, -3.4350], [-0.9981, 2.9323, -2.1153], [1.3615, -1.9907, -2.8357]]}



{"formula": "C37H48BBrFN3O2S", "method": "ωB97M-V/def2-TZVPD", "e_above_lowest_kj_mol": 0.0, "orbital_gap_ev": 7.760, "smiles": "CC[C@@H](Br)c1c(CB(O)O)ccc2c1Nc1cc(CCF)c(CNC)c(CCCCCN)c1S2.c1ccccc1.c1ccccc1", "mol_weight_g_mol": 708.59, "lumo_energy_ha": 0.010, "homo_energy_ha": -0.2749, "elements": ["C", "C", "C", "Br", "C", "C", "C", "B", "O", "O", "C", "C", "C", "C", "N", "C", "C", "C", "C", "C", "F", "C", "C", "N", "C", "C", "C", "C", "C", "C", "C", "N", "C", "S", "H", "H", "H", "H", "H", "H", "H", "H", "H", "H", "H", "H", "H", "H", "H", "H", "H", "H", "H", "H", "H", "H", "H", "H", "H", "H", "H", "H", "H", "H", "H", "H", "H", "H", "H", "H", "C", "C", "C", "C", "C", "C", "H", "H", "H", "H", "H", "H", "C", "C", "C", "C", "C", "C", "H", "H", "H", "H", "H", "H"], "positions_angstrom": [[-2.5270, -4.7370, 3.3400], [-2.1353, -3.5339, 2.3736], [-3.3930, -2.7728, 1.8323], [-4.4649, -1.9217, 3.3009], [-3.0614, -1.6984, 0.7480], [-3.4512, -1.9646, -0.6495], [-4.1493, -3.3012, -1.1049], [-3.0719, -4.3953, -1.6065], [-1.9891, -4.8018, -0.7649], [-3.1754, -4.9565, -2.9021], [-3.1771, -1.0041, -1.7342], [-2.5384, 0.2637, -1.4222], [-2.1558, 0.5218, -0.0483], [-2.3697, -0.4218, 1.0598], [-1.9378, -0.1505, 2.4066], [-0.5801, 0.3549, 2.4809], [0.3471, -0.2329, 3.4399], [1.7071, 0.2762, 3.5175], [2.6466, -0.4154, 4.5894], [3.5092, -1.4702, 3.8039], [2.6727, -2.5480, 3.3924], [2.2122, 1.3901, 2.6900], [3.6757, 1.8868, 2.8721], [3.7854, 3.1585, 3.6184], [5.0757, 3.8410, 3.3703], [1.2724, 1.9835, 1.7095], [1.7741, 3.1598, 0.8134], [1.7192, 2.8795, -0.7344], [2.4087, 4.1191, -1.4729], [1.4872, 5.4116, -1.4682], [1.7402, 6.3606, -0.2112], [2.2124, 7.7229, -0.5879], [-0.0851, 1.4478, 1.6225], [-1.3189, 2.0812, 0.4244], [-1.6616, -5.0456, 3.9903], [-3.3889, -4.4710, 4.0133], [-2.8095, -5.6614, 2.7601], [-1.3685, -2.8862, 2.8677], [-1.6090, -4.0265, 1.5050], [-4.0814, -3.5553, 1.4134], [-4.8798, -3.7026, -0.3591], [-4.7417, -3.0268, -2.0272], [-2.1091, -5.7322, -0.5026], [-3.2381, -5.9262, -2.8675], [-3.4571, -1.2503, -2.7802], [-2.3310, 0.9905, -2.2380], [-1.9245, -1.0149, 2.9476], [-0.0227, -1.0742, 4.0754], [2.0348, -0.8631, 5.4103], [3.3220, 0.3881, 4.9756], [4.3648, -1.8369, 4.4334], [3.9505, -1.0204, 2.8767], [4.3365, 1.1300, 3.3900], [4.1284, 2.0501, 1.8553], [3.7278, 3.0015, 4.6304], [5.9228, 3.4274, 4.0000], [5.3925, 3.7532, 2.2961], [5.0279, 4.9404, 3.6148], [1.1353, 4.0528, 1.0708], [2.8421, 3.4274, 1.0494], [0.6833, 2.8342, -1.1572], [2.2865, 1.9589, -1.0296], [2.5526, 3.8530, -2.5585], [3.4257, 4.3417, -1.0567], [0.3999, 5.1774, -1.6107], [1.8140, 6.0196, -2.3637], [0.7595, 6.4671, 0.3447], [2.4622, 5.8362, 0.4616], [1.4091, 8.3560, -0.4889], [2.8291, 8.0120, 0.1829], [5.9683, 4.3154, -6.4156], [4.9722, 4.0661, -7.3518], [3.6831, 4.5387, -7.1384], [3.3922, 5.2694, -5.9925], [4.3891, 5.5218, -5.0582], [5.6761, 5.0414, -5.2672], [6.9729, 3.9437, -6.5807], [5.2008, 3.5019, -8.2487], [2.9049, 4.3385, -7.8656], [2.3878, 5.6423, -5.8280], [4.1622, 6.0933, -4.1649], [6.4520, 5.2338, -4.5355], [-7.0215, -8.7950, -0.0151], [-7.2522, -8.4857, -1.3504], [-6.5686, -7.4350, -1.9493], [-5.6466, -6.6993, -1.2146], [-5.4132, -7.0109, 0.1199], [-6.1035, -8.0560, 0.7210], [-7.5576, -9.6126, 0.4523], [-7.9666, -9.0641, -1.9247], [-6.7534, -7.1896, -2.9886], [-5.1101, -5.8824, -1.6829], [-4.6919, -6.4368, 0.6931], [-5.9256, -8.2953, 1.7628]]}



{"formula": "C60H70Ge2N2PtS6", "method": "ωB97M-V/def2-TZVPD", "orbital_gap_ev": 5.396, "mol_weight_g_mol": 1351.93, "lumo_energy_ha": -0.037, "homo_energy_ha": -0.2354, "elements": ["Pt", "C", "C", "C", "C", "C", "C", "C", "C", "C", "C", "C", "C", "C", "C", "C", "Ge", "S", "S", "Ge", "S", "S", "C", "C", "C", "C", "C", "C", "C", "C", "C", "C", "C", "C", "C", "C", "C", "C", "C", "C", "C", "C", "C", "C", "C", "C", "C", "C", "C", "C", "C", "C", "C", "C", "C", "H", "H", "H", "H", "H", "H", "H", "H", "H", "H", "H", "H", "H", "H", "H", "H", "H", "H", "H", "H", "H", "H", "H", "H", "H", "H", "H", "H", "H", "H", "H", "H", "H", "H", "H", "H", "H", "H", "H", "H", "H", "H", "H", "H", "H", "H", "H", "H", "H", "H", "C", "N", "C", "C", "C", "N", "C", "C", "H", "H", "H", "H", "H", "H", "H", "H", "H", "H", "H", "H", "H", "H", "H", "H", "S", "C", "C", "C", "C", "C", "C", "S", "H", "H", "H", "H"], "positions_angstrom": [[-0.1767, -0.1975, 0.4415], [-2.8022, 9.4864, -5.4503], [-2.2024, 8.1077, -5.3898], [-0.9348, 7.8965, -4.8654], [-0.3253, 6.6506, -4.9236], [1.0916, 6.4670, -4.4507], [-1.0337, 5.5681, -5.4556], [-2.3408, 5.7441, -5.9218], [-3.1497, 4.5891, -6.4481], [-2.8926, 7.0174, -5.9007], [-0.3038, 4.3199, -5.8202], [0.3159, 4.3794, -7.0702], [0.9847, 3.2903, -7.5937], [1.0215, 2.1132, -6.8701], [0.4081, 2.0193, -5.6211], [-0.2434, 3.1371, -5.0815], [-0.8382, 3.0290, -3.1850], [0.4508, 1.7875, -1.9292], [-1.0390, 4.9440, -1.9828], [-2.3131, 3.4950, -0.7851], [-0.6610, 2.2252, 0.1537], [-2.9740, 2.3508, -2.6296], [-3.6020, 4.5539, 0.3195], [-4.6301, 5.2613, -0.3105], [-5.4081, 6.1481, 0.4330], [-5.1562, 6.3687, 1.7702], [-4.1479, 5.6600, 2.3932], [-3.3733, 4.7354, 1.6929], [-2.4101, 3.9913, 2.5535], [-1.1071, 4.4639, 2.7614], [-0.5341, 5.5924, 1.9444], [-0.3293, 3.8720, 3.7504], [-0.8254, 2.8638, 4.5615], [0.0116, 2.3140, 5.6807], [-2.1086, 2.3875, 4.3189], [-2.9024, 2.9188, 3.3158], [-4.2708, 2.3542, 3.0416], [-5.0364, 5.1460, -1.7391], [-5.8630, 4.0939, -2.1402], [-6.1573, 2.9453, -1.2118], [-6.4396, 4.1290, -3.4050], [-6.2515, 5.2066, -4.2551], [-6.9426, 5.2855, -5.5891], [-5.4283, 6.2451, -3.8349], [-4.7956, 6.2260, -2.6025], [-3.8963, 7.3590, -2.1920], [0.4731, 0.6503, -5.0298], [1.7123, 0.1421, -4.6173], [2.9113, 1.0348, -4.4216], [1.8485, -1.2246, -4.4038], [0.7811, -2.0932, -4.5755], [0.9665, -3.5810, -4.4427], [-0.4617, -1.5627, -4.9008], [-0.6347, -0.2049, -5.1379], [-1.9811, 0.3120, -5.5652], [-2.2170, 10.1966, -4.8676], [-3.8279, 9.4947, -5.0767], [-2.8274, 9.8358, -6.4844], [-0.3851, 8.7322, -4.4466], [1.4917, 7.3967, -4.0499], [1.7309, 6.1379, -5.2722], [1.1399, 5.7059, -3.6689], [-2.5179, 3.8191, -6.8885], [-3.8606, 4.9267, -7.2023], [-3.7169, 4.1332, -5.6304], [-3.8769, 7.1665, -6.3296], [0.2543, 5.3045, -7.6300], [1.4608, 3.3531, -8.5637], [1.5290, 1.2409, -7.2625], [-6.2142, 6.6711, -0.0666], [-5.7473, 7.0847, 2.3266], [-3.9453, 5.8099, 3.4463], [-1.2271, 5.9276, 1.1741], [0.3876, 5.2672, 1.4596], [-0.2940, 6.4445, 2.5830], [0.6835, 4.2267, 3.9095], [0.4947, 3.1249, 6.2276], [0.7964, 1.6712, 5.2839], [-0.5898, 1.7299, 6.3767], [-2.5054, 1.5925, 4.9380], [-4.4593, 1.4796, 3.6615], [-4.3514, 2.0582, 1.9926], [-5.0498, 3.0949, 3.2324], [-6.2961, 3.2905, -0.1869], [-5.3289, 2.2311, -1.2166], [-7.0554, 2.4148, -1.5258], [-7.0847, 3.3129, -3.7117], [-7.5913, 4.4261, -5.7510], [-6.2097, 5.3168, -6.3975], [-7.5439, 6.1936, -5.6561], [-5.3019, 7.1089, -4.4741], [-3.8175, 8.0997, -2.9859], [-2.8943, 6.9857, -1.9772], [-4.2636, 7.8504, -1.2902], [2.6407, 2.0870, -4.4680], [3.6701, 0.8402, -5.1825], [3.3574, 0.8403, -3.4453], [2.8211, -1.6176, -4.1254], [1.8809, -3.8139, -3.8979], [1.0416, -4.0368, -5.4320], [0.1220, -4.0433, -3.9309], [-1.3097, -2.2285, -5.0234], [-2.6209, -0.5037, -5.8980], [-1.8862, 1.0348, -6.3758], [-2.4863, 0.8157, -4.7384], [-2.2923, -2.6617, -0.5042], [-1.3569, -1.7265, -1.1215], [-2.0929, -0.7823, -1.9686], [-0.3505, -2.4550, -1.8952], [0.9647, -1.7004, -1.9902], [1.5534, -1.4396, -0.6750], [2.6558, -0.4740, -0.8095], [2.0713, -2.6540, -0.0556], [-2.7924, -3.2832, -1.2605], [-3.0487, -2.1131, 0.0511], [-1.7665, -3.3129, 0.1935], [-2.7264, -1.3065, -2.7008], [-1.3952, -0.1453, -2.5088], [-2.7263, -0.1547, -1.3451], [-0.7066, -2.6468, -2.9150], [-0.1782, -3.4188, -1.4152], [0.8005, -0.7410, -2.4784], [1.6577, -2.2867, -2.6116], [3.4254, -0.8500, -1.5004], [3.1122, -0.3068, 0.1638], [2.2741, 0.4701, -1.1854], [2.8559, -3.1015, -0.6809], [1.2764, -3.3808, 0.1001], [2.4957, -2.4088, 0.9161], [1.3547, -0.3513, 2.3157], [0.4433, -1.4859, 3.2835], [1.1204, -2.2854, 4.2112], [0.4434, -3.1885, 5.0082], [-0.9447, -3.2645, 4.9352], [-1.6298, -2.4465, 4.0586], [-0.9495, -1.5781, 3.1970], [-1.8839, -0.6362, 2.0655], [2.1986, -2.1947, 4.2771], [0.9848, -3.8299, 5.6916], [-1.4874, -3.9674, 5.5540], [-2.7125, -2.4680, 4.0103]]}



{"formula": "CH3ClNO2", "method": "ωB97M-V/def2-TZVPD", "e_above_lowest_kj_mol": 34.1, "orbital_gap_ev": 7.960, "mol_weight_g_mol": 96.49, "lumo_energy_ha": 0.143, "charge": -1, "homo_energy_ha": -0.1496, "elements": ["Cl", "C", "N", "O", "O", "H", "H", "H"], "positions_angstrom": [[0.6387, -1.8704, 1.9588], [0.3350, 0.3908, 0.2053], [-0.6271, 0.1524, -0.9418], [-0.1808, 0.4743, -2.0742], [-1.7163, -0.3453, -0.6940], [1.1097, 1.1375, 0.0307], [0.7893, -0.5577, 0.4920], [-0.3485, 0.6184, 1.0232]]}